i:
{
  "formula": "C8H16N2O3S",
  "method": "wB97M-V/def2-TZVPD",
  "gap_ev": 9.3,
  "e_lumo_ev": 0.2790,
  "species": ["C", "C", "C", "C", "C", "C", "C", "C", "N", "N", "O", "O", "O", "S", "H", "H", "H", "H", "H", "H", "H", "H", "H", "H", "H", "H", "H", "H", "H", "H"],
  "positions_angstrom": [[-0.429, -0.648, 0.938], [-0.346, 0.608, 1.279], [-0.240, -1.455, -0.298], [0.014, 1.462, -0.818], [-0.724, 1.050, 2.698], [-0.118, -2.892, 0.246], [1.451, 2.320, 0.920], [1.050, -1.524, -2.346], [0.395, 1.488, 0.392], [0.930, -0.995, -1.022], [-2.545, 0.779, -0.389], [-1.649, 2.784, -1.534], [-1.748, 0.575, -2.657], [-1.746, 1.328, -1.439], [-0.723, -1.061, 1.948], [-1.085, -1.342, -0.961], [0.491, 2.111, -1.560], [-1.361, 1.943, 2.612], [0.195, 1.133, 3.337], [-1.437, 0.216, 3.083], [0.723, -2.949, 1.029], [0.209, -3.507, -0.690], [-1.205, -3.164, 0.696], [2.343, 2.481, 0.219], [1.031, 3.320, 1.072], [1.756, 1.790, 1.819], [1.259, -2.615, -2.381], [0.023, -1.330, -2.804], [1.807, -0.939, -3.001], [1.678, -0.967, -0.389]],
  "mulliken_charge": [-0.388, -0.133, 0.175, -0.156, -1.353, -1.194, -0.934, -0.781, 0.432, -0.123, -0.578, -0.651, -0.611, 1.209, 0.154, 0.403, 0.470, 0.347, 0.337, 0.402, 0.279, 0.329, 0.321, 0.330, 0.339, 0.350, 0.266, 0.274, 0.267, 0.219]
}

ii:
{
  "formula": "C8H16N2O3S",
  "method": "wB97M-V/def2-TZVPD",
  "gap_ev": 9.7,
  "e_lumo_ev": 0.3767,
  "species": ["C", "C", "C", "C", "C", "C", "C", "C", "H", "H", "H", "H", "H", "H", "H", "H", "H", "H", "H", "H", "H", "H", "H", "H", "N", "N", "O", "O", "O", "S"],
  "positions_angstrom": [[2.319, 0.667, 0.262], [0.688, 0.299, 0.226], [3.022, -0.587, -0.406], [4.385, -0.333, -1.310], [3.370, -1.844, 0.550], [-1.413, -0.084, -0.883], [-2.030, 1.455, -0.295], [-1.715, -1.445, -0.011], [2.224, 2.247, 1.477], [2.832, 0.583, 2.301], [2.484, 1.428, -0.600], [2.229, -0.661, -1.220], [4.423, 0.822, -1.821], [4.336, -1.354, -2.276], [5.363, -0.461, -0.386], [3.410, -2.844, -0.073], [4.559, -1.681, 1.063], [2.288, -1.567, 1.339], [0.211, 0.369, -1.824], [-1.695, -0.198, -2.031], [-1.119, -1.601, 1.061], [-1.101, -2.259, -0.703], [-3.721, -2.200, 1.443], [-3.880, 0.915, -0.047], [2.845, 1.408, 1.379], [0.006, 0.134, -0.946], [0.055, 0.434, 1.343], [-1.341, 2.396, -0.234], [-3.328, 1.780, -0.232], [-3.602, -1.748, 0.216]],
  "mulliken_charge": [-0.788, 0.493, 0.307, -0.787, -0.796, -0.464, 0.661, -0.423, 0.355, 0.357, 0.274, 0.259, 0.263, 0.238, 0.195, 0.277, 0.234, 0.222, 0.215, 0.353, 0.316, 0.328, 0.163, 0.342, -0.588, -0.132, -0.603, -0.480, -0.483, -0.308]
}

Which one is most stable, and which one is least stable? i is the most stable of them, while ii is the least stable.

i:
{
  "formula": "C3H7O3",
  "method": "wB97M-V/def2-TZVPD",
  "total_charge": -1,
  "gap_ev": 8.6,
  "e_lumo_ev": 4.1161,
  "species": ["C", "O", "H", "H", "H", "H", "C", "C", "O", "O", "H", "H", "H"],
  "positions_angstrom": [[-2.415, 0.552, 0.205], [-1.900, -0.456, 1.053], [-0.904, -0.307, 1.025], [-2.545, 0.135, -0.807], [-1.698, 1.373, 0.161], [-3.380, 0.921, 0.562], [0.894, -0.849, -1.371], [1.384, 0.029, -0.181], [0.582, 0.150, 0.783], [2.481, 0.593, -0.331], [0.177, -0.207, -1.879], [0.307, -1.702, -1.000], [1.768, -1.349, -1.786]],
  "mulliken_charge": [-0.600, -0.610, 0.531, 0.182, 0.248, 0.255, -0.818, 0.555, -0.753, -0.733, 0.166, 0.265, 0.311]
}

ii:
{
  "formula": "C3H7O3",
  "method": "wB97M-V/def2-TZVPD",
  "total_charge": -1,
  "gap_ev": 7.8,
  "e_lumo_ev": 3.8019,
  "species": ["C", "O", "H", "H", "H", "H", "C", "C", "O", "O", "H", "H", "H"],
  "positions_angstrom": [[-1.128, 1.937, 1.113], [0.078, 2.559, 0.663], [0.737, 1.886, 0.868], [-1.348, 2.442, 2.051], [-1.886, 2.137, 0.338], [-1.008, 0.830, 1.098], [0.069, -1.754, -1.170], [1.413, -1.613, -0.383], [1.597, -0.620, 0.356], [2.266, -2.451, -0.756], [-0.546, -2.552, -0.782], [0.338, -1.930, -2.233], [-0.583, -0.870, -1.164]],
  "mulliken_charge": [-0.488, -0.520, 0.351, 0.234, 0.176, 0.235, -0.780, 0.497, -0.652, -0.731, 0.220, 0.242, 0.216]
}

iii:
{
  "formula": "C3H7O3",
  "method": "wB97M-V/def2-TZVPD",
  "total_charge": -1,
  "gap_ev": 8.1,
  "e_lumo_ev": 4.0735,
  "species": ["O", "C", "O", "C", "C", "H", "H", "H", "H", "H", "H", "H", "O"],
  "positions_angstrom": [[2.007, 2.131, -0.372], [1.015, 1.456, -0.025], [-0.151, 1.837, 0.235], [1.232, -0.096, 0.114], [0.303, -0.800, -0.893], [2.273, -0.291, -0.134], [0.917, -0.293, 1.139], [-0.569, -0.151, -1.015], [0.763, -0.944, -1.869], [-0.013, -1.769, -0.496], [-1.996, -0.515, 0.645], [-3.038, 0.164, 1.441], [-2.744, -0.728, 1.230]],
  "mulliken_charge": [-0.749, 0.437, -0.698, -0.221, -1.017, 0.245, 0.230, 0.219, 0.338, 0.257, 0.348, 0.313, -0.701]
}

Which one is most stable, and which one is least stable? iii is the most stable of them, while ii is the least stable.

i:
{
  "formula": "C3H7O3",
  "method": "wB97M-V/def2-TZVPD",
  "total_charge": -1,
  "gap_ev": 8.7,
  "e_lumo_ev": 4.1804,
  "species": ["O", "C", "O", "C", "C", "H", "H", "H", "H", "H", "H", "H", "O"],
  "positions_angstrom": [[0.620, -0.112, -0.845], [-0.187, -0.365, 0.091], [0.095, -0.735, 1.245], [-1.678, -0.217, -0.281], [-2.054, 1.250, -0.228], [-2.280, -0.797, 0.408], [-1.836, -0.631, -1.284], [-1.575, 1.837, -1.015], [-1.713, 1.706, 0.702], [-3.122, 1.456, -0.374], [2.779, -0.199, 0.893], [2.236, 0.000, -0.497], [3.092, 0.037, 0.015]],
  "mulliken_charge": [-0.844, 0.548, -0.720, -0.305, -1.122, 0.261, 0.230, 0.272, 0.304, 0.320, 0.288, 0.495, -0.725]
}

ii:
{
  "formula": "C3H7O3",
  "method": "wB97M-V/def2-TZVPD",
  "total_charge": -1,
  "gap_ev": 9.0,
  "e_lumo_ev": 4.3110,
  "species": ["C", "C", "O", "O", "H", "H", "H", "C", "O", "H", "H", "H", "H"],
  "positions_angstrom": [[-0.667, -2.196, -1.335], [-0.151, -1.132, -0.284], [0.257, -0.074, -0.844], [-0.049, -1.463, 0.898], [-1.153, -1.767, -2.194], [-1.276, -2.951, -0.821], [0.235, -2.705, -1.709], [0.420, 2.187, 1.393], [1.175, 2.147, 0.163], [0.823, 1.283, -0.217], [0.764, 3.055, 1.929], [-0.607, 2.332, 1.025], [0.230, 1.285, 1.997]],
  "mulliken_charge": [-0.991, 0.664, -0.811, -0.698, 0.296, 0.293, 0.212, -0.628, -0.588, 0.538, 0.257, 0.210, 0.247]
}

Which one is most stable, and which one is least stable? i is the most stable of them, while ii is the least stable.

i:
{
  "formula": "C35H39BaN6O2Se2",
  "method": "wB97M-V/def2-TZVPD",
  "total_charge": -1,
  "gap_ev": 4.1,
  "e_lumo_ev": 0.6769,
  "species": ["Ba", "C", "N", "C", "C", "C", "N", "C", "C", "C", "C", "C", "C", "C", "O", "C", "C", "C", "N", "C", "C", "C", "C", "C", "C", "C", "O", "H", "H", "H", "H", "H", "H", "H", "H", "H", "H", "H", "H", "H", "H", "H", "H", "H", "H", "H", "H", "H", "H", "H", "H", "H", "C", "C", "C", "C", "C", "C", "Se", "C", "C", "C", "H", "H", "H", "H", "H", "H", "H", "H", "H", "H", "H", "Se", "N", "C", "C", "C", "C", "N", "C", "N", "H", "H", "H"],
  "positions_angstrom": [[-0.799, 1.257, -0.455], [-2.988, -0.277, 1.896], [-1.574, -0.293, 2.271], [-1.344, 0.561, 3.457], [-0.179, 1.538, 3.291], [-0.575, 2.938, 2.842], [-1.418, 2.935, 1.645], [-2.224, 3.913, 1.504], [-3.147, 4.152, 0.406], [-3.595, 5.469, 0.227], [-4.456, 5.834, -0.782], [-4.921, 4.834, -1.645], [-4.533, 3.527, -1.489], [-3.631, 3.117, -0.464], [-3.288, 1.891, -0.330], [-1.146, -1.679, 2.508], [-0.799, -2.408, 1.214], [0.605, -2.030, 0.728], [0.631, -1.706, -0.694], [1.400, -0.740, -1.015], [1.558, -0.265, -2.396], [1.666, -1.142, -3.472], [1.841, -0.681, -4.764], [1.918, 0.700, -4.976], [1.803, 1.593, -3.932], [1.581, 1.150, -2.599], [1.354, 1.967, -1.628], [-3.624, -0.687, 2.697], [-3.151, -0.880, 1.000], [-3.303, 0.736, 1.657], [-1.152, -0.083, 4.323], [-2.265, 1.106, 3.681], [0.564, 1.106, 2.612], [0.364, 1.645, 4.233], [0.343, 3.497, 2.628], [-1.091, 3.460, 3.660], [-2.221, 4.717, 2.256], [-3.232, 6.225, 0.918], [-4.770, 6.862, -0.899], [-5.605, 5.092, -2.446], [-4.903, 2.751, -2.148], [-1.930, -2.216, 3.067], [-0.255, -1.666, 3.139], [-1.531, -2.167, 0.439], [-0.870, -3.487, 1.377], [1.299, -2.855, 0.903], [0.988, -1.185, 1.317], [1.942, -0.168, -0.239], [1.631, -2.206, -3.264], [1.940, -1.372, -5.591], [2.073, 1.079, -5.981], [1.873, 2.661, -4.102], [3.359, -5.562, 2.060], [3.393, -4.058, 2.134], [2.831, -3.369, 3.200], [2.851, -1.977, 3.274], [2.232, -1.302, 4.465], [3.444, -1.218, 2.248], [3.389, 0.683, 2.265], [4.055, -1.917, 1.181], [4.778, -1.175, 0.094], [4.008, -3.305, 1.139], [2.765, -5.980, 2.874], [4.363, -5.990, 2.129], [2.924, -5.907, 1.119], [2.357, -3.930, 4.001], [1.784, -2.034, 5.141], [1.474, -0.577, 4.157], [2.980, -0.718, 5.006], [4.127, -0.461, -0.414], [5.197, -1.867, -0.640], [5.576, -0.563, 0.520], [4.472, -3.817, 0.300], [-1.435, 2.957, -4.611], [-1.551, 1.628, -5.778], [-1.602, 0.519, -5.069], [-1.674, -0.813, -5.583], [-1.676, -1.825, -4.688], [-1.621, -1.555, -3.275], [-1.605, -0.368, -2.761], [-1.577, 0.681, -3.639], [-1.505, 1.918, -3.192], [-1.697, -0.976, -6.651], [-1.700, -2.857, -5.012], [-1.573, -2.383, -2.576]],
  "mulliken_charge": [1.182, -1.475, 1.030, -1.449, 0.457, -1.598, 0.591, -0.530, 0.725, -0.830, -0.726, -0.485, -0.457, 0.326, -0.821, -1.185, -0.734, 1.410, -0.218, -1.254, 0.114, -0.035, -0.871, -0.389, -0.952, 0.445, -1.180, 0.331, 0.303, 0.478, 0.513, 0.707, -0.430, 0.452, 0.335, 0.493, 0.173, 0.319, 0.383, 0.374, 0.445, 0.444, 0.271, 0.017, 0.392, -0.192, -0.536, 1.301, 0.491, 0.439, 0.379, 0.599, -1.609, 0.703, -0.952, 1.166, -1.635, -0.114, -0.273, 1.283, -1.808, -0.883, 0.362, 0.338, 0.325, 0.177, 0.324, 0.090, 0.433, 0.310, 0.354, 0.371, 0.253, 0.250, -0.871, 0.476, -0.562, -0.721, -0.280, 0.141, 0.592, -0.033, 0.457, 0.410, 0.352]
}

ii:
{
  "formula": "C35H39BaN6O2Se2",
  "method": "wB97M-V/def2-TZVPD",
  "total_charge": -1,
  "gap_ev": 4.3,
  "e_lumo_ev": 0.5627,
  "species": ["Ba", "C", "N", "C", "C", "C", "N", "C", "C", "C", "C", "C", "C", "C", "O", "C", "C", "C", "N", "C", "C", "C", "C", "C", "C", "C", "O", "H", "H", "H", "H", "H", "H", "H", "H", "H", "H", "H", "H", "H", "H", "H", "H", "H", "H", "H", "H", "H", "H", "H", "H", "H", "C", "C", "C", "C", "C", "C", "Se", "C", "C", "C", "H", "H", "H", "H", "H", "H", "H", "H", "H", "H", "H", "Se", "N", "C", "C", "C", "C", "N", "C", "N", "H", "H", "H"],
  "positions_angstrom": [[0.597, -0.758, -0.597], [0.688, 3.493, -3.058], [-0.455, 3.458, -2.165], [-0.636, 4.711, -1.426], [-0.510, 4.543, 0.085], [0.880, 4.058, 0.494], [0.875, 3.464, 1.816], [1.118, 2.217, 1.856], [1.156, 1.380, 3.052], [1.068, 1.947, 4.326], [1.106, 1.172, 5.465], [1.237, -0.217, 5.321], [1.331, -0.798, 4.079], [1.284, -0.027, 2.893], [1.348, -0.583, 1.714], [-1.650, 3.014, -2.866], [-2.777, 2.569, -1.939], [-2.344, 1.469, -0.973], [-1.789, 0.329, -1.694], [-2.603, -0.551, -2.122], [-2.301, -1.750, -2.893], [-3.373, -2.622, -3.120], [-3.253, -3.782, -3.850], [-2.002, -4.090, -4.396], [-0.928, -3.256, -4.196], [-1.015, -2.061, -3.425], [0.032, -1.309, -3.262], [0.560, 4.215, -3.885], [0.843, 2.503, -3.493], [1.587, 3.765, -2.504], [-1.616, 5.142, -1.661], [0.107, 5.445, -1.766], [-1.247, 3.819, 0.437], [-0.740, 5.493, 0.575], [1.571, 4.909, 0.488], [1.234, 3.340, -0.261], [1.323, 1.714, 0.899], [0.964, 3.024, 4.391], [1.030, 1.623, 6.445], [1.254, -0.848, 6.203], [1.396, -1.876, 3.967], [-1.367, 2.161, -3.485], [-2.025, 3.803, -3.544], [-3.595, 2.198, -2.565], [-3.171, 3.415, -1.368], [-3.172, 1.179, -0.319], [-1.551, 1.868, -0.338], [-3.675, -0.440, -1.898], [-4.333, -2.368, -2.681], [-4.101, -4.438, -3.993], [-1.875, -4.994, -4.981], [0.045, -3.483, -4.619], [0.254, -5.105, 5.644], [-0.330, -4.302, 4.508], [-0.033, -4.597, 3.187], [-0.577, -3.871, 2.127], [-0.187, -4.258, 0.725], [-1.457, -2.808, 2.388], [-2.218, -1.760, 0.966], [-1.752, -2.490, 3.727], [-2.620, -1.313, 4.071], [-1.192, -3.241, 4.753], [1.052, -5.759, 5.290], [-0.508, -5.732, 6.115], [0.667, -4.455, 6.418], [0.645, -5.417, 2.967], [0.318, -5.226, 0.716], [0.513, -3.528, 0.302], [-1.055, -4.287, 0.066], [-2.112, -0.384, 3.794], [-2.836, -1.290, 5.140], [-3.553, -1.339, 3.507], [-1.423, -2.976, 5.782], [2.843, -1.458, -3.553], [3.966, -0.587, -4.582], [4.218, 0.578, -3.996], [5.015, 1.626, -4.526], [5.164, 2.739, -3.768], [4.531, 2.820, -2.486], [3.787, 1.896, -1.956], [3.607, 0.770, -2.706], [2.854, -0.239, -2.275], [5.470, 1.509, -5.501], [5.756, 3.575, -4.114], [4.669, 3.718, -1.891]],
  "mulliken_charge": [1.442, -1.366, 0.987, -1.206, -0.671, 0.104, -0.634, 0.689, -0.142, -0.484, -0.655, -0.261, -0.570, 0.202, -0.890, -1.217, -0.748, 0.031, 0.218, -0.667, 1.099, -0.651, -0.725, -0.394, -0.635, 0.262, -0.858, 0.370, 0.244, 0.391, 0.422, 0.541, 0.160, 0.417, 0.356, -0.192, -0.127, 0.442, 0.367, 0.390, 0.364, 0.514, 0.294, 0.399, 0.420, 0.529, -0.482, 0.164, 0.305, 0.381, 0.373, 0.321, -1.615, 0.665, -1.284, 1.366, -1.553, 0.594, -0.173, 0.779, -1.752, -0.879, 0.354, 0.350, 0.318, 0.210, 0.428, -0.007, 0.351, 0.243, 0.408, 0.359, 0.280, 0.466, -0.878, 0.695, -0.523, -0.472, -0.346, -0.285, 0.165, -0.167, 0.459, 0.391, 0.429]
}

Which one is most stable, and which one is least stable? i is the most stable of them, while ii is the least stable.